283
Properties=species:S:1:pos:R:3:forces:R:3 method="wB97M-V/def2-TZVPD" de_lowest_kcal_mol=117.93 orbital_gap_ev=9.275
C -1.35503 -1.13850 5.88106 -1.9 -0.1 1.7
C -2.02479 0.05782 5.21223 0.5 2.1 -0.1
C -1.69647 1.39913 5.93450 1.3 -2.1 2.0
O -0.30850 1.65578 5.72969 -0.4 0.2 -0.3
C 0.03499 2.90497 6.29395 1.4 -0.8 -2.2
N -1.79788 0.36104 3.79488 0.6 -0.6 -0.3
H -1.87768 -1.18282 6.90514 1.2 0.2 -1.0
H -0.27838 -1.03984 5.98388 0.0 0.0 0.0
H -1.63450 -2.12405 5.49222 0.2 0.4 -0.5
H -3.09628 0.05926 5.28918 -0.7 -0.7 0.2
H -1.78118 1.27682 7.07231 -0.5 0.1 -1.2
H -2.31057 2.21373 5.60154 -0.3 0.4 -0.3
H -0.69723 3.60686 6.05305 -1.4 1.4 -0.4
H 0.94713 3.22089 5.74321 -0.1 -0.1 0.9
H 0.10345 2.83611 7.33858 0.6 0.0 1.6
H -0.83658 0.18184 3.49319 -0.1 0.2 0.3
H -2.36334 -0.25796 3.24346 -0.3 -0.3 -0.4
C -2.93164 -9.57403 -4.42906 0.9 -0.6 2.9
C -2.58954 -8.60701 -3.20424 -0.2 0.3 -1.3
C -1.09550 -8.20393 -3.14642 -1.1 -0.6 0.6
O -0.99397 -7.37703 -1.96985 1.4 -0.5 -0.6
C 0.38949 -7.09560 -1.77312 0.7 1.4 -1.5
N -3.42645 -7.32658 -3.23426 -0.1 -1.2 -1.4
H -2.43414 -10.58842 -4.28077 -0.1 1.4 -0.2
H -2.61975 -9.13847 -5.34414 -0.1 0.3 -1.0
H -3.97469 -9.83706 -4.31928 -0.4 0.4 -0.6
H -2.87367 -9.19733 -2.30890 0.3 0.7 -0.2
H -0.79606 -7.65147 -4.03340 -0.2 0.5 -0.2
H -0.40535 -9.08060 -3.16489 -0.4 0.3 0.7
H 0.93437 -8.01535 -1.62900 0.3 -0.4 0.5
H 0.58567 -6.37431 -0.95154 -0.5 -0.6 -0.6
H 0.85983 -6.64932 -2.73610 -0.8 -0.4 1.3
H -3.42880 -6.86889 -4.17072 0.1 -1.0 0.6
H -2.98552 -6.63289 -2.67032 0.5 0.3 0.8
C -3.40598 1.63005 -2.82383 1.3 1.1 -2.5
C -2.68316 0.61264 -2.07402 1.4 -1.2 2.1
C -3.53543 -0.49095 -1.47639 0.5 0.1 2.3
O -4.48623 0.06935 -0.56611 0.1 0.2 0.3
C -4.32579 -0.31537 0.78713 -0.9 -0.6 -0.2
N -1.61974 -0.08942 -2.82125 -1.5 -0.3 0.4
H -4.08931 2.20015 -2.30020 -1.5 0.8 1.8
H -3.97203 1.18409 -3.62624 0.0 -0.1 -0.7
H -2.71789 2.43400 -3.21594 -0.4 -1.0 0.0
H -2.19810 1.12053 -1.17565 -0.6 -0.4 -0.6
H -2.81989 -1.06539 -0.84447 -0.4 -0.2 -0.7
H -4.05876 -1.17964 -2.13331 0.1 0.1 -0.6
H -3.46905 -0.00463 1.33815 1.5 0.7 -0.3
H -4.37678 -1.40045 0.92694 -0.3 -0.1 -0.2
H -5.10452 0.17173 1.34225 -0.8 0.0 0.1
H -1.12849 -0.70894 -2.16648 0.0 0.5 -0.6
H -1.06617 0.63094 -3.20745 1.4 0.5 -0.5
C -1.89482 6.85508 4.69048 1.6 -1.4 -1.3
C -3.13856 6.00528 4.58283 -1.0 0.4 -0.3
C -3.75452 6.34779 3.22179 0.3 -0.5 -0.7
O -3.97857 7.72837 2.96082 0.9 -1.0 -0.5
C -4.72905 8.40884 3.87441 -1.4 1.5 1.6
N -3.07056 4.54470 4.73678 0.7 0.0 0.0
H -1.59775 7.21031 3.65483 -0.4 0.1 1.4
H -1.05233 6.26235 5.02727 0.3 -0.4 0.1
H -1.96202 7.59908 5.44476 -0.3 1.1 0.2
H -3.79792 6.28883 5.40303 -0.3 0.3 -0.2
H -4.62506 5.69715 3.15373 -0.9 0.5 -0.2
H -3.09293 6.01162 2.37112 -0.3 0.3 1.1
H -5.75372 8.02506 3.93482 -0.1 -0.3 0.1
H -4.87554 9.44844 3.51409 0.4 -0.5 0.2
H -4.34827 8.46324 4.94837 0.0 -0.2 -1.3
H -3.93187 4.10985 4.40622 -0.2 0.3 0.4
H -2.37907 4.18456 4.09785 0.4 -0.1 -0.3
C -4.56833 -7.45011 0.35087 -0.5 -1.3 -1.0
C -4.38161 -5.95943 0.55155 -1.0 0.6 -0.6
C -5.56939 -5.20767 -0.16115 -0.7 0.8 1.7
O -5.46550 -3.76554 0.06552 -0.1 -1.3 -0.6
C -6.39544 -3.07358 -0.76448 -0.4 0.7 2.5
N -4.13801 -5.61643 1.95267 0.8 0.6 -1.8
H -3.71175 -8.04049 0.72479 -0.4 0.3 -0.1
H -4.73316 -7.71343 -0.72284 0.8 0.5 0.4
H -5.50623 -7.90889 0.71664 0.3 0.6 0.8
H -3.49914 -5.66355 -0.02243 0.1 0.0 -0.1
H -6.59394 -5.45843 0.25694 1.1 -0.3 -0.2
H -5.60748 -5.42718 -1.23074 0.3 0.0 -0.1
H -7.43337 -3.44829 -0.71216 0.4 -0.3 0.0
H -6.04564 -3.04319 -1.74837 0.4 0.0 -1.8
H -6.44060 -2.05984 -0.33676 0.1 -0.2 -0.4
H -4.45379 -6.29758 2.57530 -0.8 -0.8 1.2
H -4.33218 -4.65835 2.18483 -0.3 0.0 0.2
C 4.23580 8.59550 0.23555 1.2 1.7 0.4
C 4.64283 8.60991 1.80187 0.8 0.1 -3.0
C 3.97644 7.45122 2.42397 -0.8 -1.2 2.6
O 2.56072 7.59626 2.31972 0.5 0.4 0.1
C 1.82122 6.95202 3.32792 -0.3 -1.5 -0.9
N 6.10666 8.47236 1.89972 0.5 0.4 1.7
H 4.85243 9.31318 -0.41966 -0.4 -1.0 1.3
H 3.23611 9.01334 0.14725 -0.3 -0.5 0.0
H 4.34370 7.60774 -0.24062 -0.2 0.2 0.5
H 4.31207 9.51143 2.27984 -0.5 0.6 0.1
H 4.21171 7.30898 3.54488 0.0 0.6 -1.3
H 4.33363 6.52854 1.97770 -0.1 -0.4 -0.4
H 2.13080 7.13345 4.35382 0.3 0.4 0.1
H 1.85523 5.84198 3.16517 0.2 0.7 0.2
H 0.77602 7.23497 3.20025 0.1 0.2 0.1
H 6.56833 9.34983 1.60742 -0.5 -0.7 -0.1
H 6.33667 8.43884 2.92979 -0.2 -0.1 -1.4
C -0.49258 -7.02073 1.33494 1.7 2.3 -0.6
C 0.60624 -5.95340 1.58161 -2.4 2.1 -0.3
C 0.12933 -5.05245 2.72939 0.4 -0.3 0.4
O 0.92939 -3.89277 2.84706 0.8 -0.2 -0.1
C 0.25043 -2.87540 3.54996 -0.1 0.0 0.0
N 1.91899 -6.38459 1.65549 0.0 -3.5 0.2
H -1.38167 -6.44835 1.02605 0.1 -0.9 -0.1
H -0.61686 -7.49902 2.24121 -0.8 -1.2 2.0
H -0.04680 -7.70248 0.64739 -0.4 -0.6 -0.8
H 0.58440 -5.31113 0.72792 -0.2 0.7 -0.8
H 0.26583 -5.67582 3.64766 -0.6 0.5 -0.1
H -0.89870 -4.67508 2.57734 0.0 -0.8 0.1
H 1.00931 -2.09159 3.83182 -1.0 -0.5 -0.6
H -0.19188 -3.27293 4.49973 0.2 0.3 -0.8
H -0.57065 -2.55325 2.83275 0.6 0.4 1.3
H 1.98159 -7.27328 2.15721 0.8 0.8 0.0
H 2.64821 -5.73215 1.69549 0.9 0.7 0.5
C 4.29673 -0.04125 3.20072 0.3 0.2 0.3
C 3.51083 0.38693 4.40486 -2.7 -0.1 0.9
C 3.97746 1.61723 5.17229 -0.4 0.1 0.4
O 3.98085 2.75814 4.30812 0.4 -0.8 -0.1
C 4.33607 3.88116 5.09264 -1.1 -1.5 -0.1
N 2.09815 0.63072 3.99422 0.1 1.2 -1.6
H 5.29207 -0.33103 3.52970 0.3 0.0 -0.3
H 4.34305 0.79033 2.50302 0.2 -0.1 -0.2
H 3.80335 -0.88621 2.71963 0.0 0.0 0.0
H 3.41626 -0.47396 5.11900 0.4 0.7 -0.4
H 4.99890 1.43028 5.49180 0.3 0.2 0.5
H 3.28890 1.86628 6.09383 1.2 -0.7 -1.5
H 3.50724 3.94630 5.74828 -0.9 1.0 1.1
H 4.41577 4.73545 4.47699 0.4 0.9 -0.6
H 5.16977 3.62704 5.70258 1.2 0.3 0.3
H 2.04154 1.55009 3.43850 0.1 -1.8 1.1
H 1.50434 0.73846 4.80393 -0.2 0.2 0.1
C 7.46424 1.59172 1.85837 1.8 1.9 -1.2
C 7.86299 2.91260 2.46836 0.2 1.4 0.1
C 7.29069 4.07978 1.61555 0.7 0.4 0.2
O 8.20366 4.49829 0.57471 -0.8 -1.0 0.4
C 7.72632 5.65462 -0.05056 0.4 0.9 -0.7
N 7.30346 2.98565 3.86074 -0.5 0.1 -1.1
H 7.59876 1.69313 0.75265 0.0 -0.7 1.0
H 6.45710 1.49479 2.09402 -1.9 -0.8 0.3
H 8.08936 0.88362 2.34171 0.2 -1.3 0.0
H 8.96751 3.05731 2.49895 -0.7 -0.2 0.0
H 7.13575 4.89853 2.33433 0.1 0.3 -0.3
H 6.29300 3.85063 1.18342 0.4 -0.1 0.1
H 7.69862 6.45501 0.65449 0.0 0.8 0.7
H 6.71446 5.62371 -0.44967 -0.4 -0.7 -0.1
H 8.36868 5.99568 -0.88541 0.0 -0.6 0.5
H 7.61557 3.82700 4.36561 -0.3 -0.4 -0.5
H 6.28820 3.07078 3.65153 0.7 0.0 0.9
C -5.63242 -5.72207 -7.00836 0.6 -1.8 -0.8
C -6.60014 -5.14120 -6.01664 -1.5 1.3 -0.6
C -6.03748 -3.95586 -5.26787 0.6 -0.6 1.6
O -5.74581 -2.96201 -6.15458 0.0 1.2 -1.6
C -5.36505 -1.75885 -5.54390 0.7 -0.5 0.5
N -7.86514 -4.73419 -6.73686 0.8 -1.9 0.8
H -5.99657 -6.67857 -7.48432 0.0 1.0 0.5
H -4.62090 -5.98367 -6.64013 -0.5 0.3 0.3
H -5.46187 -5.01929 -7.81726 -0.1 0.2 -0.1
H -6.97487 -5.79330 -5.24391 0.3 -0.8 0.1
H -5.14219 -4.25199 -4.64110 -0.4 0.1 -0.6
H -6.75510 -3.56426 -4.52882 -0.3 -0.3 0.0
H -6.09101 -1.41445 -4.80405 -0.1 -0.1 0.1
H -5.22892 -0.96798 -6.27444 0.1 -0.2 -0.3
H -4.41343 -1.99638 -5.04568 0.0 0.7 0.2
H -7.77817 -4.05083 -7.43888 0.8 0.9 -0.9
H -8.50409 -4.37078 -6.07341 -0.7 0.3 0.7
C 2.61394 4.55675 -4.49623 -0.9 -0.3 1.9
C 1.78004 3.53411 -3.60199 -0.9 0.6 -1.3
C 0.61067 4.26872 -3.00299 -1.9 -0.5 0.6
O 0.94801 5.49047 -2.34036 -0.3 -1.1 -0.2
C 0.98106 5.28597 -0.93246 -0.6 0.0 -0.3
N 1.14147 2.39855 -4.36834 0.9 0.8 0.5
H 3.17220 5.24423 -3.83722 -0.2 -0.3 -0.4
H 2.02745 5.17995 -5.20318 -0.1 -0.6 0.6
H 3.26482 3.93667 -5.03163 1.4 -0.6 -1.1
H 2.30891 3.02789 -2.76390 0.4 0.8 -1.0
H 0.08069 3.52459 -2.34657 0.6 0.7 0.2
H -0.23056 4.39287 -3.73070 1.0 0.6 -0.1
H 1.40612 6.19759 -0.51064 -0.2 -0.1 0.3
H 1.61017 4.42216 -0.68976 0.0 0.1 0.2
H -0.06069 5.07339 -0.56989 0.9 0.4 0.0
H 1.82787 1.66060 -4.39571 0.0 -0.5 -0.1
H 1.03477 2.67781 -5.33585 -0.2 0.1 -0.1
C -7.35977 2.77976 4.09118 -0.9 -1.1 -1.9
O -6.39729 3.30270 3.24136 1.6 0.9 -0.3
C -6.51343 3.07258 1.85088 -0.9 -1.3 0.1
C -5.39162 3.74860 1.16539 -0.5 1.2 -0.3
N -4.11743 3.23651 1.57046 1.4 0.7 1.0
C -3.06287 3.62429 0.65568 0.3 0.0 -2.1
C -1.68599 3.31607 1.16248 1.5 -0.3 0.1
O -1.37077 4.22793 2.26309 1.3 -2.0 -0.5
C -0.02475 3.85611 2.80943 -2.7 0.5 -0.6
H -8.22712 3.43806 3.99704 -0.3 -0.2 0.8
H -6.97000 2.60326 5.07435 0.2 0.5 0.6
H -7.61562 1.77921 3.68816 -0.4 0.2 0.4
H -7.48002 3.45607 1.41161 0.6 -0.4 0.6
H -6.37954 1.97557 1.63114 -0.6 0.7 0.3
H -5.49522 4.82108 1.38724 0.1 0.1 -0.2
H -5.59334 3.65199 0.09217 0.5 -0.2 0.0
H -3.84453 3.68874 2.46999 -0.6 -0.7 -0.7
H -3.05555 4.69175 0.32088 -0.4 -0.4 0.3
H -3.20563 3.01240 -0.27370 0.2 0.5 0.5
H -0.81273 3.43898 0.39848 -1.8 -0.2 0.8
H -1.68437 2.22273 1.43894 0.2 0.9 0.4
H -0.09738 3.00740 3.46524 -0.3 -0.4 0.6
H 0.24359 4.75992 3.30822 0.7 0.2 0.3
H 0.58951 3.53064 2.00330 0.9 0.3 -0.8
C 3.52973 -0.69077 -3.77253 0.9 -0.8 0.2
O 2.41337 -0.86108 -4.59267 -0.7 0.7 0.4
C 1.81306 -2.09810 -4.38501 0.7 -1.8 -1.3
C 0.40182 -2.12009 -4.93956 0.0 0.3 1.4
N -0.25309 -3.38210 -4.67331 -1.7 -1.1 -1.1
C -1.71862 -3.34923 -5.10206 1.5 0.1 0.9
C -2.00177 -3.06930 -6.55230 1.3 -0.7 -1.3
O -1.79015 -4.23711 -7.37477 0.2 0.0 -0.7
C -1.99802 -4.04939 -8.82645 -1.4 0.5 2.1
H 3.92789 0.26045 -4.05517 0.5 0.7 0.1
H 4.26499 -1.48104 -3.98486 0.1 0.2 -0.1
H 3.42236 -0.75953 -2.66186 -0.7 0.2 -0.6
H 1.81259 -2.34360 -3.34275 -0.1 -0.2 0.8
H 2.47506 -2.90043 -4.89934 -1.0 0.8 0.6
H 0.45527 -1.80624 -5.95680 -0.1 0.2 -1.1
H -0.20448 -1.37387 -4.39583 0.3 -0.1 -0.2
H 0.12131 -4.17138 -5.22509 0.2 0.7 0.4
H -2.24238 -2.57373 -4.52844 0.4 0.0 0.1
H -2.16605 -4.30297 -4.80586 0.1 0.0 -0.1
H -1.31508 -2.32138 -7.00290 -0.7 0.2 0.6
H -3.02739 -2.78208 -6.55881 -1.0 0.5 -0.6
H -1.88574 -2.98003 -9.10653 0.0 -0.6 0.1
H -3.06326 -4.36963 -8.99700 1.0 0.3 -0.3
H -1.28754 -4.66872 -9.35131 0.1 -0.2 -0.1
C 7.48069 1.88805 -2.03119 0.1 1.0 4.2
O 7.78911 0.72381 -1.25994 -0.2 0.5 -0.7
C 7.24309 -0.50186 -1.73729 0.7 0.4 -0.5
C 6.27704 -1.06483 -0.75970 -0.2 -0.3 0.8
N 5.54389 -2.19629 -1.26500 -0.5 0.0 -0.2
C 4.56167 -2.70585 -0.31037 -1.3 0.3 0.8
C 3.78278 -3.97056 -0.74923 1.3 0.9 0.0
O 4.67716 -5.10433 -0.70189 -0.9 -0.2 0.0
C 4.01727 -6.27493 -1.25197 1.2 -0.4 2.0
H 7.71564 1.79090 -3.01639 0.5 -0.4 -2.9
H 8.07448 2.73416 -1.58528 -0.3 -0.9 -0.4
H 6.45618 2.19208 -1.83475 -0.5 -0.1 -0.5
H 8.11021 -1.12656 -1.77155 0.5 -0.9 -0.3
H 6.83021 -0.46618 -2.76171 0.0 0.3 0.4
H 5.60710 -0.30763 -0.45891 -1.1 1.1 0.2
H 6.78662 -1.32089 0.17122 0.4 0.0 0.2
H 6.26538 -2.87259 -1.43975 -0.2 -0.9 -0.2
H 3.75708 -1.89583 -0.01382 1.6 -1.3 -0.9
H 5.01815 -3.00548 0.65285 0.1 0.2 -0.1
H 3.39094 -3.82195 -1.77976 -0.1 -0.2 0.6
H 2.99536 -4.02950 0.01882 -0.2 -0.5 -0.5
H 4.53431 -7.23990 -0.98282 0.2 1.3 -0.2
H 4.05401 -6.14464 -2.29937 -0.7 -0.2 -1.3
H 3.06834 -6.42405 -0.74396 -0.6 0.3 -0.5
C -1.42660 -3.67031 -0.33190 -1.2 0.9 0.3
O -0.94390 -2.64884 -1.17535 -0.8 -0.5 0.1
C 0.36238 -2.26021 -0.89364 0.4 -1.6 -0.2
C 0.35811 -1.35359 0.26097 -1.0 0.6 0.4
N 1.51933 -0.54585 0.35650 0.1 2.3 -1.7
C 1.31191 0.70181 -0.46496 2.1 -0.9 -0.9
C 2.54216 1.67577 -0.39015 -2.3 -2.8 1.0
O 2.43793 2.18152 0.96333 1.3 -0.4 -1.5
C 3.48502 3.08988 1.21647 -0.4 1.7 -0.9
H -0.83648 -4.52844 -0.38290 1.2 -1.5 -0.4
H -2.39802 -3.91506 -0.72204 -0.5 -0.1 0.0
H -1.53215 -3.48628 0.76000 0.1 0.7 -0.5
H 0.72902 -1.77429 -1.75766 0.5 0.6 -1.1
H 0.97888 -3.16554 -0.71624 0.0 0.4 -0.1
H 0.29568 -1.95326 1.11417 -0.1 -0.8 1.5
H -0.62465 -0.82176 0.17615 0.6 0.3 0.3
H 1.75494 -0.27706 1.28715 -0.1 0.2 0.9
H 0.38630 1.26391 -0.29612 -0.1 -0.2 0.5
H 1.28729 0.38040 -1.53134 -0.2 0.1 0.5
H 2.28657 2.37851 -1.18062 0.7 0.6 0.4
H 3.45937 1.03718 -0.60921 -0.7 1.2 0.5
H 4.07448 2.88165 2.06832 0.3 -0.6 1.1
H 3.01802 4.07842 1.35187 0.3 0.0 0.1
H 4.19141 3.20469 0.38568 -0.2 -0.2 -0.2